Entry 1:
# C4H7N3

A 3-piece molecular cluster, C4H7N3 overall (ωB97M-V/def2-TZVPD, OMol25).

The geometry in ORCA input format:
```
! RIJCOSX wB97M-V def2-TZVPD def2/J DEFGRID3
* xyz 0 1
N 2.09 0.30 -1.69
N 0.45 0.04 1.51
N -1.21 -0.53 -0.70
C -1.39 0.05 0.30
C -2.26 0.82 1.18
C 1.40 -0.30 0.92
C 1.46 -0.73 -1.32
H -1.68 1.51 1.81
H -2.97 1.40 0.58
H 2.61 0.19 -2.56
H -2.78 0.16 1.87
H 1.50 -1.68 -1.88
H 2.46 -0.40 0.90
H 0.32 -0.82 -0.92
*
```

Summary:
highest occupied orbital energy = -9.05 eV
max |F| = 3.2 eV/Å
E_LUMO = 0.022 Ha
HOMO-LUMO gap = 9.65 eV
relative energy (zero: lowest compared OMol25 entry of this formula, charge and spin) = 99.32 kcal/mol
SMILES = CC#N.C#N.C=N

Here are the Löwdin charges for atoms 1 to 2, given in e: number 1, N, carries 0.025; number 2, N, carries 0.094


Entry 2:
# C4H7N3

A single C4H7N3 molecule (ωB97M-V/def2-TZVPD, OMol25).

The geometry in ORCA input format:
```
! RIJCOSX wB97M-V def2-TZVPD def2/J DEFGRID3
* xyz 0 1
N 2.68 0.45 -0.26
N -0.15 -0.18 -0.02
N 0.13 1.06 0.07
C -0.51 2.16 0.04
C 0.90 -1.10 -0.01
C 2.29 -0.64 0.06
C -1.51 -0.69 -0.20
H -2.14 -0.78 0.79
H -2.02 -0.22 -1.01
H -1.54 2.24 -0.33
H -0.04 3.05 0.40
H -1.44 -1.80 -0.41
H 2.79 -1.42 0.74
H 0.57 -2.11 0.15
*
```

Summary:
highest occupied orbital energy (spin up / spin down) = -7.31 / -6.58 eV
max |F| = 6.6 eV/Å
E_LUMO (spin up / spin down) = -0.021 / -0.034 Ha
HOMO-LUMO gap (spin up / spin down) = 6.74 / 5.65 eV
relative energy (zero: lowest compared OMol25 entry of this formula, charge and spin) = 150.06 kcal/mol

Here are the Löwdin charges for atoms 1 to 2, given in e: number 1, N, carries 0.110; number 2, N, carries -0.209


Entry 3:
# C4H7N3

A single C4H7N3 molecule (ωB97M-V/def2-TZVPD, OMol25).

The geometry in ORCA input format:
```
! RIJCOSX wB97M-V def2-TZVPD def2/J DEFGRID3
* xyz 0 1
N -2.27 1.31 -0.91
N -0.81 1.54 2.25
N -0.23 0.19 -0.82
C -1.00 1.27 1.14
C -1.23 0.94 -0.27
C 1.19 -1.62 0.15
C 1.02 -0.14 -0.17
H 0.29 -2.00 0.65
H -0.37 -0.04 -1.80
H 1.37 -2.21 -0.75
H -2.89 1.85 -0.31
H 2.03 -1.75 0.83
H 1.85 0.24 -0.77
H 1.05 0.43 0.77
*
```

Summary:
highest occupied orbital energy = -9.52 eV
max |F| = 1.1 eV/Å
E_LUMO = 0.030 Ha
HOMO-LUMO gap = 10.32 eV
relative energy (zero: lowest compared OMol25 entry of this formula, charge and spin) = 11.93 kcal/mol
SMILES = [H]/N=C(\C#N)NCC

Here are the Löwdin charges for atoms 1 to 2, given in e: number 1, N, carries 0.125; number 2, N, carries 0.171